(1)
{"formula": "C9H13BS2", "method": "ωB97M-V/def2-TZVPD", "de_lowest_kcal_mol": 13.7, "homo_ev": -7.0, "orbital_gap_ha": 0.14185, "lumo_ev": -3.13, "energy_ev": -31885.823, "symbols": ["C", "C", "C", "C", "C", "S", "C", "C", "S", "C", "C", "H", "H", "H", "H", "H", "H", "H", "H", "H", "H", "B", "H", "H", "H"], "coordinates": [[-3.6257, -0.3524, 1.2506], [-2.9289, 0.3919, 2.1926], [-1.5725, 0.5623, 2.0715], [-0.8641, -0.0183, 0.9876], [0.5230, 0.0959, 0.8486], [1.4104, -0.5823, -0.5060], [2.9468, -0.8666, 0.3633], [3.0947, 0.0668, 1.5623], [1.5670, 0.9053, 1.9930], [-1.6059, -0.7698, 0.0465], [-2.9587, -0.9320, 0.1820], [-4.6833, -0.5142, 1.3680], [-3.4543, 0.8173, 3.0333], [-1.0304, 1.1337, 2.8038], [2.9368, -1.9131, 0.6888], [3.7770, -0.7619, -0.3455], [3.4323, -0.4756, 2.4531], [3.8431, 0.8375, 1.3625], [-1.0834, -1.2211, -0.7775], [-3.4973, -1.5415, -0.5256], [0.2056, 1.1122, -3.1713], [0.7546, 1.0276, -4.2103], [0.7680, -0.0983, -4.5569], [0.1848, 1.6775, -5.0112], [1.8607, 1.4189, -4.1031]]}

=====

(2)
{"formula": "C20H27F6N7O5PRuS", "method": "ωB97M-V/def2-TZVPD", "de_lowest_kcal_mol": 82.3, "homo_ev": [-8.2, -8.0], "orbital_gap_ha": [0.25927, 0.24744], "lumo_ev": [-1.11, -1.29], "energy_ev": -80852.713, "spin_multiplicity": 2, "symbols": ["Ru", "C", "C", "N", "O", "C", "C", "N", "O", "H", "H", "H", "H", "H", "H", "H", "O", "N", "C", "C", "N", "C", "N", "C", "P", "C", "C", "O", "H", "H", "H", "H", "H", "H", "H", "H", "H", "C", "C", "C", "C", "N", "C", "S", "N", "C", "H", "H", "H", "H", "H", "H", "H", "H", "C", "C", "O", "C", "F", "F", "F", "C", "F", "F", "F", "H", "H", "H"], "coordinates": [[0.0432, -0.2499, -0.9684], [-4.4211, -1.3578, -1.2453], [-2.9866, -0.9775, -1.4393], [-2.1636, -0.8181, -0.4646], [-2.5843, -0.8605, 0.8268], [-2.4117, -0.7719, -2.7494], [-3.0433, -1.2693, -4.0149], [-1.2868, -0.1288, -2.7466], [-0.5394, 0.1585, -3.7104], [-4.7745, -0.9346, -0.3064], [-4.5062, -2.4435, -1.1773], [-5.0362, -1.0103, -2.0698], [-1.7189, -0.7384, 1.3183], [-3.5562, -2.2121, -3.8412], [-2.2574, -1.4087, -4.7559], [-3.7474, -0.5363, -4.4070], [0.1489, -2.3288, -1.9663], [1.2760, -2.1082, -2.5240], [2.1524, -3.0549, -2.7190], [3.4194, -2.7846, -3.2723], [4.4784, -2.6379, -3.6893], [1.9260, -4.4118, -2.3692], [1.7081, -5.4996, -2.0796], [-0.3894, 3.4489, -2.4182], [-1.4396, 3.1355, -0.9604], [-3.1639, 3.4206, -1.5064], [-1.0320, 4.4174, 0.2755], [-1.2797, 1.7716, -0.3973], [-0.7338, 4.3105, -2.9828], [-0.4017, 2.5549, -3.0443], [0.6299, 3.6134, -2.0733], [-3.3224, 4.4532, -1.7977], [-3.8370, 3.1569, -0.6948], [-3.3628, 2.7653, -2.3514], [-1.0519, 5.4120, -0.1572], [-0.0380, 4.1849, 0.6517], [-1.7451, 4.3528, 1.0942], [4.7111, 0.0252, 2.8873], [3.4989, 0.7423, 2.4144], [2.6945, 1.5095, 3.2145], [1.6022, 2.1862, 2.6233], [1.3515, 2.1046, 1.3301], [2.0950, 1.3256, 0.5630], [1.9415, 1.2617, -1.1310], [3.1847, 0.6616, 1.1015], [0.7217, 3.0655, 3.4412], [5.1253, 0.5128, 3.7667], [5.4647, -0.0117, 2.1028], [4.4485, -0.9978, 3.1570], [2.8927, 1.5923, 4.2701], [3.7451, 0.0949, 0.4737], [0.9146, 2.9384, 4.5026], [-0.3177, 2.8289, 3.2292], [0.8842, 4.1100, 3.1742], [-0.6961, -3.2500, 1.0869], [0.2685, -2.1996, 1.6666], [-0.0039, -0.9228, 1.3291], [0.2525, -2.2750, 3.2150], [0.7389, -3.4327, 3.6883], [0.9745, -1.2952, 3.7776], [-0.9846, -2.1540, 3.7030], [1.7106, -2.5762, 1.2122], [2.0132, -1.9173, 0.0716], [2.6770, -2.2136, 2.0748], [1.9103, -3.8697, 0.9645], [-1.7060, -3.0377, 1.4319], [-0.4068, -4.2513, 1.3948], [-0.6582, -3.1683, -0.0031]]}